(1)
A cluster of 2 separate species, C4H11N3O2 in total in a non-equilibrium geometry, computed with the ωB97M-V functional and the def2-TZVPD basis.

Each line ends with the Mulliken charge.
Cartesian coordinates (Å):
C -0.7588 -2.5178 2.8560  -0.95
C -0.8484 -1.4273 1.8201  0.74
O -0.2671 -0.3753 1.9103  -0.58
O -1.6302 -1.7338 0.7536  -0.42
H 0.2467 -2.4658 3.2533  0.29
H -1.0467 -3.4812 2.4455  0.34
H -1.5279 -2.2852 3.5901  0.26
C 0.9351 2.3806 -0.1049  -1.03
C 0.1667 0.7798 -1.9200  0.48
N 0.6538 1.0778 -0.6458  -0.13
N 1.1404 0.8103 -2.9038  -0.43
N -0.8629 0.0213 -1.8442  -0.61
H 0.4387 0.3597 0.0177  0.15
H 1.9595 2.5092 0.2481  0.33
H 0.1122 2.7392 0.5155  0.34
H 2.0634 1.0682 -2.6163  0.23
H 0.9007 1.1314 -3.8277  0.21
H -1.2748 -1.3310 -0.0192  0.29
H -1.3260 -0.4057 -2.6298  0.15
H 0.9255 3.1455 -0.8987  0.36

orbital gap	9.2	eV
SMILES string	[H]/N=C(\N)NC.CC(=O)O
relative energy (zero: lowest compared OMol25 entry of this formula, charge and spin)	35.1	kcal/mol
LUMO level	0.806	eV

---

(2)
The ion C2H3ClO2P with charge -1 in a non-equilibrium geometry, computed with the ωB97M-V functional and the def2-TZVPD basis.

Each line ends with the Mulliken charge.
Cartesian coordinates (Å):
C -0.4552 0.0006 0.1125  0.45
C -1.5681 -0.7226 -0.0365  -0.42
O 0.8455 -0.7141 0.0793  -0.31
O -0.2846 1.2347 0.1221  -0.71
P 2.2837 0.0088 -0.0415  -0.07
Cl -3.1676 0.0049 0.3149  -0.28
H -1.5496 -1.8431 -0.1846  0.32
H 1.9636 1.2568 0.7075  0.03
H 1.9325 0.7739 -1.0737  -0.02

orbital gap	6.9	eV
SMILES string	[O-]/C(=C\Cl)OP
relative energy (zero: lowest compared OMol25 entry of this formula, charge and spin)	91.9	kcal/mol
charge	-1
LUMO level	3.895	eV

---

(3)
A cluster of 9 separate species, C13H19Cl24FNO2 in total in a non-equilibrium geometry, computed with the ωB97M-V functional and the def2-TZVPD basis.

Each line ends with the Mulliken charge.
Cartesian coordinates (Å):
O 3.8575 -1.2214 4.3611  -0.35
O 3.3633 -2.3510 3.8865  -0.13
C 4.4854 -2.9483 3.1410  -0.39
N 4.4544 -2.6180 1.6642  0.28
C 3.1548 -2.2332 0.9931  0.89
C 3.7026 -1.2239 -0.2200  -0.15
C 5.3407 -1.4533 -0.2926  0.17
F 6.1184 -0.2272 -0.5854  -0.32
C 5.5794 -1.6419 1.3522  -0.70
H 3.2120 -0.5041 4.0315  0.33
H 5.5308 -2.5385 3.5465  0.36
H 4.5090 -4.1072 3.3110  0.25
H 4.7456 -3.4603 1.1214  0.29
H 2.6338 -3.2267 0.5863  -0.26
H 2.3802 -1.5633 1.5950  -0.62
H 3.1078 -1.1992 -1.2292  0.14
H 3.6129 -0.1785 0.3184  0.20
H 5.6539 -2.4714 -0.7912  0.32
H 5.2610 -0.6534 1.9400  0.32
H 6.6613 -2.0472 1.6173  0.36
C -0.8189 -0.3192 1.8633  -0.23
Cl -0.6746 0.8083 0.5041  0.06
Cl -1.3337 -1.9165 1.2946  -0.12
Cl 0.7164 -0.4363 2.7403  -0.14
H -1.5790 0.0636 2.5491  0.40
C 1.6799 1.0815 -3.2863  0.41
Cl 2.9831 1.8791 -2.3891  -0.12
Cl 2.3429 0.0907 -4.5971  -0.14
Cl 0.6903 0.0928 -2.1986  -0.12
H 1.0425 1.8528 -3.7262  -0.05
C -2.4838 4.1553 -0.1838  -0.19
Cl -1.1805 4.9528 0.7134  -0.12
Cl -1.8208 3.1644 -1.4947  -0.04
Cl -3.4734 3.1666 0.9038  0.00
H -3.1211 4.9265 -0.6237  0.33
C -5.3442 2.5009 -3.4065  0.03
Cl -7.1124 2.4236 -3.3245  -0.12
Cl -4.7580 4.0423 -2.7583  -0.11
Cl -4.6207 1.1419 -2.5293  -0.09
H -5.0447 2.4323 -4.4555  0.30
C 2.1896 -5.8553 -1.1972  0.00
Cl 0.6254 -5.6872 -0.3821  -0.09
Cl 2.2426 -4.8499 -2.6553  -0.09
Cl 3.5126 -5.4280 -0.0986  -0.13
H 2.3126 -6.8998 -1.4945  0.38
C 1.8478 2.5349 -7.3737  0.20
Cl 0.6288 2.0527 -8.5658  -0.12
Cl 2.8105 3.8921 -7.9825  -0.12
Cl 1.0792 2.9584 -5.8344  -0.12
H 2.5167 1.6874 -7.2030  0.17
C -6.6475 3.9674 3.5099  0.05
Cl -5.9880 2.5696 2.6435  -0.12
Cl -6.7689 3.6240 5.2439  -0.11
Cl -5.6470 5.4025 3.2286  -0.12
H -7.6517 4.1673 3.1273  0.31
C -8.0265 -0.4112 3.7579  0.47
Cl -8.2532 0.3518 5.3409  -0.11
Cl -7.3798 -2.0503 3.9442  -0.13
Cl -9.5528 -0.4432 2.8584  -0.12
H -7.3045 0.1814 3.1902  -0.10

orbital gap	9.4	eV
charge	+1
LUMO level	-2.934	eV

---

(4)
A cluster of 2 separate species, O2 in total in a non-equilibrium geometry, computed with the ωB97M-V functional and the def2-TZVPD basis.

Each line ends with the Mulliken charge.
Cartesian coordinates (Å):
O -0.4429 -0.7579 0.3283  0.00
O 0.4429 0.7579 -0.3283  0.00

orbital gap	7.3	eV
relative energy (zero: lowest compared OMol25 entry of this formula, charge and spin)	134.1	kcal/mol
LUMO level	-5.620	eV

---

(5)
A structure of composition C21H35BeClN3O6 in a non-equilibrium geometry, computed with the ωB97M-V functional and the def2-TZVPD basis.

Each line ends with the Mulliken charge.
Cartesian coordinates (Å):
O 0.5031 -0.6862 -0.8789  0.17
C 1.7173 -1.1117 -1.3393  0.38
C 2.1474 -2.4568 -0.7289  -0.39
C 1.5828 -2.9720 0.4456  0.49
H 0.7705 -2.4283 0.9354  0.36
C 2.0621 -4.1827 0.9623  -0.92
H 1.6141 -4.5926 1.8700  0.39
C 3.0815 -4.8904 0.3139  -0.46
H 3.4677 -5.8247 0.7304  0.35
C 3.6084 -4.3839 -0.8832  -0.68
H 4.3565 -4.9392 -1.4426  0.37
C 3.1472 -3.1712 -1.3972  -0.22
H 3.5517 -2.7405 -2.3164  0.36
H 1.6498 -1.2818 -2.4387  0.26
C 2.5623 1.2384 -2.0855  -1.66
C 2.7798 0.0206 -1.2316  0.27
H 3.4858 1.8146 -2.1851  0.54
H 1.8345 1.8839 -1.5748  0.14
H 2.1967 1.0011 -3.0883  0.31
C 3.6853 -0.0128 -0.2343  0.16
C 4.6456 1.0902 0.0771  -1.33
H 3.7391 -0.8968 0.4192  0.32
H 5.6772 0.7346 -0.0750  0.37
H 4.5261 1.4157 1.1220  0.25
H 4.4527 1.9454 -0.5866  0.27
Be 0.1991 0.4597 0.1878  -0.13
Cl 1.4051 1.8728 0.9614  -0.54
C -1.9041 2.6834 2.0064  1.13
O -2.7042 2.5189 1.0880  -0.74
N -1.9821 3.6398 2.9628  0.13
C -3.1268 4.5187 2.9523  -1.03
C -1.1128 3.7078 4.1278  -0.86
H -1.0327 2.0247 2.1447  -0.48
H -3.7308 4.3134 2.0705  0.26
H -2.8111 5.5654 2.9500  0.32
H -3.7156 4.3659 3.8680  0.32
H -0.4577 2.8329 4.1612  0.28
H -1.7379 3.7527 5.0341  0.30
H -0.5088 4.6264 4.1117  0.27
H -2.5594 -4.7833 0.0565  0.33
H -4.0838 -3.0765 1.3895  0.31
C -1.7397 -4.0563 0.1368  -0.95
C -3.1275 -2.5686 1.5658  -1.04
N -2.2582 -2.7254 0.4108  0.50
H -1.1935 -4.0265 -0.8122  0.31
C -2.2712 -1.7952 -0.5779  -0.03
O -2.9021 -0.7330 -0.5433  -0.68
H -3.3016 -1.5048 1.7356  0.24
H -1.6348 -2.0804 -1.4440  0.28
H -1.0553 -4.3871 0.9308  0.26
H -2.6489 -3.0263 2.4368  0.37
H -2.2832 3.9458 -3.3729  0.31
H -3.2217 1.7107 -4.4228  0.34
C -1.3338 3.4051 -3.2855  -1.01
C -2.2150 1.3099 -4.2408  -1.01
N -1.5720 1.9849 -3.1167  0.36
H -0.7611 3.7855 -2.4459  0.27
C -1.2886 1.3330 -1.9743  0.82
O -0.5864 1.7383 -1.0188  -0.85
H -2.2882 0.2419 -4.0311  0.28
H -1.7569 0.3412 -1.9186  -0.25
H -0.7926 3.5691 -4.2245  0.33
H -1.6293 1.4655 -5.1577  0.33
O -0.6462 0.5599 3.4761  -0.63
C -0.2760 -0.3719 2.7444  -0.44
O -0.4085 -0.4499 1.4554  0.66
H 0.2108 -1.2609 3.2321  0.23

orbital gap	7.7	eV
charge	-1
LUMO level	2.703	eV

---

(6)
A cluster of 2 separate species, C2H8N2 in total in a non-equilibrium geometry, computed with the ωB97M-V functional and the def2-TZVPD basis.

Each line ends with the Mulliken charge.
Cartesian coordinates (Å):
N 0.4323 -1.2546 1.9519  -0.71
H 0.8463 -1.2306 2.8564  0.19
H 1.0074 -0.7454 1.2348  0.24
H 0.2296 -2.2026 1.7042  0.18
C 0.0971 0.9864 -2.0903  -0.77
C -0.2407 0.2312 -0.9840  -0.04
N -0.7928 0.8682 0.2329  -0.65
H -0.2116 2.0045 -2.1023  0.31
H 0.0047 0.4684 -3.1040  0.21
H -0.6331 -0.7844 -1.1402  0.30
H -0.1022 1.5538 0.5374  0.29
H -0.6371 0.1051 0.9031  0.45

orbital gap	9.5	eV
SMILES string	C=CN.N
relative energy (zero: lowest compared OMol25 entry of this formula, charge and spin)	31.3	kcal/mol
LUMO level	0.936	eV

---

(7)
A structure of composition C15H13NO6PRhS in a non-equilibrium geometry, computed with the ωB97M-V functional and the def2-TZVPD basis.

Each line ends with the Mulliken charge.
Cartesian coordinates (Å):
Rh 0.5090 -2.4572 1.1804  -0.03
O -1.0872 -5.7755 0.0474  -0.62
S -0.9658 -4.5411 0.7460  1.19
O -2.1997 -3.8255 1.0284  -0.59
O -0.2270 -3.4532 -0.1763  -0.63
O -0.0307 -4.5683 1.8960  -0.62
O 2.3948 0.3429 3.4314  -0.66
C 1.9716 -0.2411 2.4661  0.40
O 1.3487 -1.3672 2.4602  -0.72
C 2.1809 0.3929 1.0690  -0.77
P 1.0077 -0.3187 -0.1788  0.67
C 1.3809 0.8315 -1.5707  0.93
C 2.7032 0.9921 -1.9776  -0.52
C 3.0146 1.8535 -3.0122  -0.68
C 2.0070 2.5370 -3.6749  -0.45
C 0.6844 2.3400 -3.3089  -0.70
C 0.3673 1.4812 -2.2710  -0.40
C -0.6240 0.3142 0.3270  -0.21
C -0.8637 1.5533 0.8668  -0.14
C -2.1482 1.9461 1.2365  -0.51
C -3.2544 1.1129 0.9703  -0.44
C -3.0882 -0.1342 0.4675  -0.78
C -1.7316 -0.7127 0.2915  0.90
H 3.2084 0.1622 0.7695  0.45
H 2.1025 1.4786 1.1628  0.37
H 3.4896 0.4419 -1.4810  0.36
H 4.0459 1.9902 -3.3014  0.39
H 2.2529 3.2129 -4.4802  0.39
H -0.1029 2.8595 -3.8356  0.40
H -0.6669 1.3277 -1.9960  0.39
H -0.0469 2.2502 0.9778  0.44
H -2.3034 2.9149 1.6798  0.46
H -4.2493 1.4977 1.1433  0.45
H -3.9265 -0.7703 0.2359  0.49
H -1.6761 -1.3610 -0.5929  0.46
N -1.6538 -1.5480 2.6936  -0.44
C -1.3574 -1.5323 1.5155  0.48
H -2.4659 -1.2270 3.1948  0.28

orbital gap (alpha / beta)	4.5 / 4.5	eV
relative energy (zero: lowest compared OMol25 entry of this formula, charge and spin)	134.5	kcal/mol
LUMO level (alpha / beta)	-3.764 / -3.752	eV

---

(8)
The molecule C3H5N3O, computed with the ωB97M-V functional and the def2-TZVPD basis.

Each line ends with the Mulliken charge.
Cartesian coordinates (Å):
N -0.3048 2.0571 -0.8077  -0.52
C -0.0261 0.7954 -0.2786  0.53
C 0.7223 0.4766 0.8202  -0.65
N 0.8031 -0.9198 0.8001  -0.02
C 0.0232 -1.3158 -0.2088  0.38
O -0.3920 -2.5898 -0.2674  -0.50
N -0.4665 -0.3413 -0.9264  -0.67
H -0.3918 2.7685 -0.0950  0.25
H -1.1092 2.0487 -1.4200  0.27
H 1.2396 1.0570 1.5592  0.38
H 1.1582 -1.5558 1.4922  0.20
H -1.2560 -2.4807 -0.6677  0.34

orbital gap	8.4	eV
SMILES string	Nc1c[nH]c(O)n1
relative energy (zero: lowest compared OMol25 entry of this formula, charge and spin)	15.8	kcal/mol
LUMO level	0.856	eV